A cluster of 2 separate species, C6H15O2 in total at a distorted geometry, computed with ωB97M-V/def2-TZVPD.

Energy above the lowest of the compared OMol25 structures with the same formula, charge and spin in kJ/mol: 86.2
Lowest unoccupied orbital energy in eV: 3.50
Frontier orbital gap in eV: 5.856
HOMO in eV: -2.357
Maximum force in eV/A: 1.41

```
! RIJCOSX wB97M-V def2-TZVPD def2/J DEFGRID3
* xyz -1 1
C -2.1717 0.8654 1.1497
O -3.4067 0.4240 1.4002
C -1.1572 -0.2675 0.7894
C 0.3144 0.2052 0.5996
C 0.5088 1.1743 -0.5685
C 0.6270 0.5139 -1.9341
C 2.0059 -0.0697 -2.1948
H -1.6254 1.3378 2.0359
H -2.1234 1.6589 0.3523
H -1.4265 -0.8658 -0.0759
H -1.1901 -0.8477 1.7176
H 0.6907 0.6442 1.5318
H 0.9054 -0.7025 0.3910
H -0.2897 1.9051 -0.5151
H 1.4372 1.7438 -0.3954
H 0.4516 1.2909 -2.6913
H -0.1613 -0.2209 -2.0777
H 2.7456 0.7365 -2.1491
H 2.2780 -0.8520 -1.4969
H 2.0841 -0.3824 -3.2401
H 0.4252 -2.2748 2.3893
H -0.9281 -2.8740 2.5056
O 0.0062 -3.1425 2.4767
*
```

---

The ion C6H15O4Si2 with charge -1 at a distorted geometry, computed with ωB97M-V/def2-TZVPD.

Energy above the lowest of the compared OMol25 structures with the same formula, charge and spin in kJ/mol: 32.6
Lowest unoccupied orbital energy in eV: 3.42
Frontier orbital gap in eV: 8.183
HOMO in eV: -4.761
Maximum force in eV/A: 2.88

```
! RIJCOSX wB97M-V def2-TZVPD def2/J DEFGRID3
* xyz -1 1
C -1.9306 0.4668 -0.2225
C -0.3513 -0.7860 1.5942
C 0.1680 1.5218 2.6479
C -0.2790 2.2509 -0.4261
C -0.7855 1.2602 0.3227
C 0.1877 0.6356 1.3470
O -1.8838 0.0234 -1.4199
O -2.9070 0.2973 0.4772
O 1.5211 0.6979 0.8150
O 0.3735 -1.6926 -1.5375
Si -0.6357 -0.6292 -2.5103
Si 1.6573 -2.5784 -1.3187
H -0.0654 -1.3045 0.6744
H 0.0491 -1.2402 2.5796
H -1.4260 -0.7129 1.5629
H 0.8376 1.3747 3.4618
H -0.7734 1.5025 3.1303
H 0.3076 2.6138 2.5520
H 0.5883 2.8268 -0.1009
H -1.0053 2.7408 -1.1166
H 1.4866 0.9205 -0.1313
H 0.1875 0.8026 -2.3523
H -0.0529 -0.8208 -3.7914
H -1.6706 -1.6722 -2.7107
H 1.6398 -2.7124 0.1522
H 3.1675 -1.8939 -1.4750
H 1.5952 -3.8925 -2.2037
*
```

---

A cluster of 2 separate species, C6H15OPS2 in total at a distorted geometry, computed with ωB97M-V/def2-TZVPD.

Energy above the lowest of the compared OMol25 structures with the same formula, charge and spin in kJ/mol: 127.7
Structure (SMILES): CC(C)SP(O)S.C=CC
Lowest unoccupied orbital energy in eV: 0.61
Frontier orbital gap in eV: 9.063
HOMO in eV: -8.449
Maximum force in eV/A: 3.66

```
! RIJCOSX wB97M-V def2-TZVPD def2/J DEFGRID3
* xyz 0 1
C 0.0092 1.9248 0.0349
C -1.5171 1.6081 0.1613
C -2.3713 2.8340 -0.0570
S -1.8958 0.3077 -1.0412
P -2.9289 -0.9538 0.3149
O -4.0339 -1.6732 -0.6362
S -1.7640 -2.7997 0.5701
H 0.6162 1.0614 0.2380
H 0.1225 2.1981 -0.9920
H 0.2674 2.7610 0.6996
H -1.7262 1.1799 1.0898
H -2.3055 3.3133 -0.9818
H -2.1432 3.6407 0.6344
H -3.4406 2.9798 0.0474
H -4.6934 -1.1321 -0.9433
H -0.6506 -2.1800 0.9230
C 2.3874 -1.2963 1.0899
C 2.2028 -1.7786 -0.1831
C 2.6520 -3.0911 -0.8511
H 2.1416 -0.2812 1.3579
H 2.7235 -1.9652 1.8554
H 1.7572 -0.9827 -0.9246
H 1.9623 -3.3764 -1.6823
H 3.6742 -2.8846 -1.2492
H 2.7982 -4.0289 -0.1291
*
```